No. 1
Here is an isolated molecule of C23H23N3O4 from the OMol25 dataset. Energies are from ωB97M-V/def2-TZVPD.

The geometry in XYZ format:
```
53
Properties=species:S:1:pos:R:3
C 5.5227 3.2395 0.5575
O 6.5307 2.2819 0.3464
C 6.1702 1.0169 -0.0074
C 7.2240 0.1301 -0.2400
C 6.9687 -1.1690 -0.6261
C 5.6647 -1.6087 -0.7798
C 4.6103 -0.7433 -0.5232
C 3.2181 -1.2568 -0.7097
O 2.9334 -2.0377 -1.5941
N 2.3383 -0.7754 0.2155
C 0.9749 -1.0610 0.3587
C 0.2330 -1.7358 -0.6036
C -1.1116 -1.9781 -0.4086
C -1.7682 -1.5646 0.7530
N -3.1028 -1.8552 1.0103
C -3.8604 -2.6993 0.1178
C -4.4348 -1.8946 -1.0725
N -4.5568 -0.5088 -0.6637
C -3.9142 0.4373 -1.3953
O -3.4904 0.1934 -2.5147
C -3.7568 1.8002 -0.8556
C -3.4415 2.9187 -1.5859
C -3.3098 3.9761 -0.6623
C -3.5395 3.4295 0.5636
O -3.8109 2.1208 0.4611
C -5.0431 -0.3887 0.6870
C -3.9425 -0.8696 1.6624
C -1.0077 -0.8962 1.7190
C 0.3320 -0.6417 1.5205
C 4.8608 0.5735 -0.1424
H 4.8750 2.9656 1.3974
H 6.0427 4.1661 0.7954
H 4.9130 3.3883 -0.3395
H 8.2321 0.4944 -0.1220
H 7.7912 -1.8423 -0.8142
H 5.4466 -2.6168 -1.0952
H 2.7284 -0.2192 0.9635
H 0.7124 -2.0674 -1.5087
H -1.6461 -2.4870 -1.1932
H -3.2366 -3.5213 -0.2309
H -4.6784 -3.1292 0.7065
H -5.4151 -2.2858 -1.3663
H -3.7749 -1.9147 -1.9415
H -3.3266 2.9557 -2.6490
H -3.0736 4.9977 -0.8779
H -3.5395 3.8513 1.5498
H -5.9321 -1.0231 0.7675
H -5.3359 0.6342 0.9106
H -3.3350 -0.0156 1.9586
H -4.4043 -1.3033 2.5589
H -1.4599 -0.5907 2.6504
H 0.8922 -0.1218 2.2866
H 4.0337 1.2518 0.0052
```

Summary:
* HOMO-LUMO gap: 7.882 eV
* ΔE to the lowest compared entry with this formula, charge and spin: 303.5 kJ/mol
* HOMO energy: -7.334 eV

***

No. 2
Here is a structure of composition C8H8Cl4F12NaO12S4 from the OMol25 dataset. Energies are from ωB97M-V/def2-TZVPD.

The geometry in XYZ format:
```
49
Properties=species:S:1:pos:R:3
Na 0.1228 -0.2104 0.5858
C -0.7531 4.3877 -1.0851
F 0.4817 4.9105 -1.2304
F -0.8127 4.3347 0.2582
F -1.6993 5.1429 -1.6482
S -0.7702 2.5950 -1.7259
O 0.3436 2.4247 -2.6649
O -0.4954 1.7740 -0.5177
O -2.0558 2.2204 -2.3641
C 3.3068 1.4318 0.8638
F 4.0576 0.3947 0.6458
F 1.9957 1.1121 0.8913
F 3.5972 2.0204 2.0173
S 3.4687 2.5346 -0.7140
O 2.7364 3.8087 -0.5738
O 4.9239 2.6802 -1.0027
O 2.8424 1.8290 -1.8317
C -4.2610 -2.1524 -0.7060
F -4.9328 -2.6962 -1.7158
F -5.0857 -1.2854 -0.0973
F -3.8971 -3.1254 0.0778
S -2.7597 -1.2186 -1.4404
O -1.8767 -0.9887 -0.2715
O -2.2758 -2.0899 -2.4684
O -3.2905 -0.0203 -2.1703
C 2.8925 -2.7876 -2.4066
F 3.5152 -2.7213 -3.5503
F 2.5555 -4.0871 -2.1810
F 3.8095 -2.3402 -1.5389
S 1.3923 -1.6554 -2.6251
O 1.9209 -0.4957 -3.3622
O 0.3944 -2.4376 -3.4127
O 0.8909 -1.3222 -1.3162
Cl -1.5018 4.7234 4.0698
C -0.5403 3.2889 3.7208
C -1.3460 2.1155 3.5891
Cl -0.3114 0.7164 3.2222
H 0.2491 3.1905 4.4660
H -0.0012 3.4239 2.7832
H -2.0938 2.3005 2.8179
H -1.8733 1.7961 4.4881
Cl 0.9760 -2.6743 1.7089
C -0.5270 -3.6170 1.7382
C -0.3217 -4.9395 0.9309
Cl -0.4233 -4.4182 -0.8185
H -1.3490 -2.9619 1.4497
H -0.6367 -3.8496 2.7975
H -1.1724 -5.5429 1.2477
H 0.5911 -5.5187 1.0700
```

Summary:
* HOMO-LUMO gap: 4.708 eV
* net charge: -3
* ΔE to the lowest compared entry with this formula, charge and spin: 454.6 kJ/mol
* HOMO energy: 0.025 eV

***

No. 3
Here is an isolated molecule of C7H7FIN from the OMol25 dataset. Energies are from ωB97M-V/def2-TZVPD.

The geometry in XYZ format:
```
17
Properties=species:S:1:pos:R:3
H -2.8075 0.9188 1.3175
N -1.7939 0.9572 1.6707
C -0.9357 0.7531 0.7972
C -1.2840 0.2957 -0.5531
C -0.6784 -0.7741 -1.0335
C 0.4189 -1.3655 -0.4242
C 0.9971 -0.7546 0.5551
C 0.3152 0.2708 1.3360
C 1.6981 1.3072 1.7034
F 2.6045 0.9572 0.5347
I 1.3261 3.3483 2.1014
H -2.1886 0.6632 -1.0038
H -1.1407 -1.3395 -1.9337
H 0.7869 -2.2796 -0.7892
H 2.1283 -0.9213 0.8250
H 0.1537 -0.1316 2.3484
H 2.3678 0.8858 2.4935
```

Summary:
* HOMO-LUMO gap: 8.559 eV
* ΔE to the lowest compared entry with this formula, charge and spin: 0.0 kJ/mol
* HOMO energy: -8.574 eV